C2H4NP in the gas phase in a non-equilibrium geometry, computed with the ωB97M-V functional and the def2-TZVPD basis.

The geometry in ORCA input format:
```
! RIJCOSX wB97M-V def2-TZVPD def2/J DEFGRID3
* xyz 0 1
C 0.74105 -0.13480 0.10268
C -0.68475 0.34808 0.11476
N -1.75537 0.07700 -0.51618
P 2.45694 0.71994 0.65963
H 0.59361 -0.93324 0.72409
H 0.85437 -0.55140 -0.88061
H -0.76464 0.84657 1.12172
H -1.44121 -0.37216 -1.32609
*
```

Values from the calculation:
HOMO-LUMO gap (spin up / spin down) ... 7.26 / 7.27 eV
HOMO energy (spin up / spin down) ... -8.86 / -8.90 eV

These are the Mulliken partial charges, in e, on atoms 1 to 5: C -0.8936; C 0.0754; N -0.5810; P 0.1234; H 0.3843



A molecular structure, C4H10F6KN3O14S6 in a non-equilibrium geometry, computed with the ωB97M-V functional and the def2-TZVPD basis.

The geometry in ORCA input format:
```
! RIJCOSX wB97M-V def2-TZVPD def2/J DEFGRID3
* xyz -2 1
K 12.84543 -24.92543 -10.39317
N 12.94999 -24.46291 -13.20759
S 12.75149 -23.17257 -13.96989
O 12.64505 -23.11520 -15.42051
O 13.38879 -22.03216 -13.34968
F 11.19493 -22.83934 -13.50048
S 14.47626 -24.60606 -13.76381
O 15.51793 -23.88577 -13.07874
O 14.65574 -24.90445 -15.20654
F 14.68344 -26.08319 -13.15605
N 10.84013 -26.74353 -10.70211
S 11.11574 -28.12715 -9.70851
O 10.67286 -29.40407 -10.25675
O 11.11540 -27.88384 -8.25809
F 12.70063 -28.18034 -9.92680
S 9.44017 -26.45549 -10.23584
O 9.38946 -25.13928 -9.58178
O 8.42676 -27.43626 -9.91061
F 8.85797 -25.95663 -11.67666
N 14.27041 -19.58083 -10.40205
S 13.22892 -20.73914 -9.67108
O 12.56410 -20.38155 -8.44095
O 13.64229 -22.13930 -9.81490
F 12.10144 -20.57511 -10.74668
S 15.06984 -19.36805 -9.16940
O 15.71497 -20.48994 -8.49795
O 14.78589 -18.15567 -8.37583
F 16.36668 -18.85617 -9.95787
C 12.97089 -22.95261 -4.37987
O 12.49191 -22.70107 -5.66209
C 11.58537 -23.70901 -6.03382
C 12.17514 -25.07712 -6.51762
O 13.11292 -25.02276 -7.61167
C 14.34094 -24.40724 -7.28638
H 13.85353 -22.32093 -4.27976
H 13.23184 -24.00964 -4.32813
H 12.27451 -22.81200 -3.55319
H 11.14445 -23.29435 -6.94032
H 10.77645 -23.89371 -5.32697
H 11.39198 -25.79288 -6.76750
H 12.72290 -25.60519 -5.73710
H 14.76579 -24.82183 -6.37221
H 14.21145 -23.33185 -7.16455
H 15.10931 -24.58019 -8.03991
*
```

Values from the calculation:
HOMO-LUMO gap ... 8.71 eV
HOMO energy ... -4.90 eV

These are the Mulliken partial charges, in e, on atoms 1 to 5: K 0.9653; N -0.0734; S 0.9908; O -0.6100; O -0.5167



A molecular structure, C20H24CuFN5S2 in a non-equilibrium geometry, computed with the ωB97M-V functional and the def2-TZVPD basis.

The geometry in ORCA input format:
```
! RIJCOSX wB97M-V def2-TZVPD def2/J DEFGRID3
* xyz 0 2
Cu -0.42481 -0.19963 0.82976
C -4.80802 -1.01267 3.51547
S -3.49293 0.02896 4.22131
C -2.20252 -0.04698 3.04177
S -2.46820 -0.68657 1.48565
N -1.09310 0.43138 3.51921
N -0.00032 0.42202 2.73128
C 1.04951 0.97548 3.25339
C 2.34699 1.06642 2.63949
C 3.35876 1.79377 3.29083
C 4.60874 1.87157 2.71301
C 4.82500 1.22916 1.50149
C 3.76973 0.53073 0.93572
N 2.57045 0.44342 1.47787
H -5.75036 -0.64378 3.90336
H -4.64366 -2.03997 3.83150
H -4.78689 -0.93637 2.43242
H 0.94759 1.40552 4.24864
H 3.14085 2.27709 4.23237
H 5.40460 2.41978 3.19608
H 5.77998 1.27579 1.00380
H 3.89220 -0.00148 0.00195
C -0.54761 -3.13999 0.03375
C 0.06247 -4.56029 0.02562
N 1.16079 -4.63542 0.97345
C 2.20881 -3.71993 0.55750
C 1.64458 -2.28792 0.43069
N 0.25419 -2.26028 0.90480
C 0.20672 -2.78206 2.28080
C 0.69037 -4.24826 2.29328
H -1.57297 -3.14983 0.41157
H -0.54702 -2.70794 -0.96988
H 0.46004 -4.82406 -0.95809
H -0.67735 -5.31448 0.30199
H 2.62425 -4.07267 -0.38960
H 2.99939 -3.76651 1.30845
H 1.64308 -1.93896 -0.60468
H 2.21713 -1.57982 1.02898
H -0.82272 -2.70405 2.64045
H 0.84035 -2.14279 2.90059
H -0.11316 -4.93285 2.57153
H 1.51124 -4.38514 3.00019
F -1.32354 3.94912 -3.59840
C -1.14598 2.97865 -2.66873
C -2.06987 1.95774 -2.57128
C -1.90727 1.00361 -1.57757
C -0.82566 1.04449 -0.69605
C 0.09359 2.08478 -0.84956
C -0.05203 3.04956 -1.83052
H -2.91513 1.93609 -3.24274
H -2.66098 0.23248 -1.48202
H 0.93527 2.15890 -0.17596
H 0.64846 3.86263 -1.93273
*
```

Values from the calculation:
HOMO-LUMO gap (spin up / spin down) ... 7.06 / 6.91 eV
HOMO energy (spin up / spin down) ... -7.76 / -7.93 eV

These are the Mulliken partial charges, in e, on atoms 1 to 5: Cu -0.7786; C -0.8107; S -0.0525; C 0.6011; S -0.4213



C4H8N2 in the gas phase in a non-equilibrium geometry, computed with the ωB97M-V functional and the def2-TZVPD basis.

The geometry in ORCA input format:
```
! RIJCOSX wB97M-V def2-TZVPD def2/J DEFGRID3
* xyz 0 1
C -1.34921 0.33827 -1.30150
C 0.77499 0.06023 0.30651
C -0.78504 -0.40535 -0.13933
N 1.44314 -0.91654 0.95417
C 1.08954 1.34923 0.19192
N -1.30182 -1.42331 0.34306
H 1.97633 -0.63122 1.76433
H 0.74062 -1.76028 1.26766
H -0.57356 -1.97423 1.03612
H -2.25362 -0.15992 -1.63958
H -1.58106 1.36305 -1.00571
H -0.62996 0.37612 -2.11937
H 0.42609 2.06810 -0.24775
H 2.02354 1.71585 0.58949
*
```

Values from the calculation:
SMILES ... [H]/N=C(/C)C(=C)N
HOMO-LUMO gap ... 9.50 eV
HOMO energy ... -8.63 eV

These are the Mulliken partial charges, in e, on atoms 1 to 5: C -1.2716; C 0.6270; C 0.8076; N -0.5527; C -0.9865



2 unconnected molecules or ions with the total composition C3H13N4 in a non-equilibrium geometry, computed with the ωB97M-V functional and the def2-TZVPD basis.

The geometry in ORCA input format:
```
! RIJCOSX wB97M-V def2-TZVPD def2/J DEFGRID3
* xyz 1 1
N -1.29945 -1.40546 -0.93581
C -1.68079 -0.14490 -0.23760
C -0.93496 1.09728 -0.77060
N -0.71923 1.97550 0.39251
H -1.48848 -1.23027 -1.93565
H -1.97567 -2.12451 -0.66474
H -1.65289 -0.32088 0.86743
H -2.76452 -0.00901 -0.37630
H 0.00573 0.88968 -1.33740
H -1.62959 1.47815 -1.55627
H -0.43996 2.82728 -0.05046
H -1.61882 2.22349 0.89086
N 1.33482 -1.55295 0.00543
C 2.04551 -0.58704 0.59094
N 1.66021 0.52788 1.09191
H 0.30577 -1.53270 -0.35249
H 1.86573 -2.36623 -0.22843
H 3.13119 -0.78106 0.69142
H 2.14900 0.92070 1.86711
H 0.69952 1.01854 0.81010
*
```

Values from the calculation:
HOMO-LUMO gap ... 11.40 eV
HOMO energy ... -14.09 eV

These are the Mulliken partial charges, in e, on atoms 1 to 5: N -0.6857; C -0.7695; C -0.7123; N -0.6650; H 0.2321



A molecular structure, CH5CaO3 in a non-equilibrium geometry, computed with the ωB97M-V functional and the def2-TZVPD basis.

The geometry in ORCA input format:
```
! RIJCOSX wB97M-V def2-TZVPD def2/J DEFGRID3
* xyz 2 2
O 2.00603 0.01190 -0.60139
Ca 0.39463 -1.35232 -1.18998
O 2.95664 -0.51617 0.13567
H 3.79779 -0.14155 -0.20079
O -0.63227 0.16169 -0.15621
H 0.25054 0.82568 0.19965
C -1.94718 0.23000 0.35779
H -2.43696 -0.73841 0.21960
H -1.89548 0.50494 1.42245
H -2.49372 1.01423 -0.18680
*
```

Values from the calculation:
HOMO-LUMO gap (spin up / spin down) ... 10.61 / 8.05 eV
HOMO energy (spin up / spin down) ... -20.11 / -20.10 eV

These are the Mulliken partial charges, in e, on atoms 1 to 5: O -0.4071; Ca 1.7866; O 0.0173; H 0.4377; O -0.6521



Q: Which DFT total energy values were calculated for the entries above? A: -474.561846 -4964.305491 -3586.935505 -266.652565 -340.893392 -943.644238, in Eh.